[1]
Here is C26H28BCl3GaN6O2S5 as an isolated structure from the Open Molecules 2025 dataset. Energies are from ωB97M-V with the def2-TZVPD basis set.

Each line ends with the Löwdin charge.
CARTESIAN COORDINATES (ANGSTROEM)
Ga 1.12415 0.30869 -2.03826  0.640
C -0.07721 -3.57818 1.87725  -0.029
N 0.30653 -3.87968 0.51751  -0.120
C 0.36100 -5.13180 -0.06052  -0.031
C 0.82488 -4.96484 -1.31497  -0.040
N 1.07357 -3.62059 -1.51577  -0.016
B 1.86695 -3.04480 -2.70317  -0.502
N 0.87447 -2.22767 -3.63371  -0.001
C -0.48172 -2.11832 -3.46097  -0.068
C -0.99639 -1.41549 -4.50327  -0.022
N 0.05384 -1.08386 -5.31412  -0.111
C -0.02965 -0.34862 -6.56566  -0.011
C 1.18333 -1.58038 -4.76256  -0.615
S 2.72611 -1.32165 -5.56971  0.658
C 0.74585 -2.96774 -0.38222  -0.685
S 0.80577 -1.29239 -0.05705  0.577
H -0.85048 -4.26829 2.20799  0.098
H -0.45036 -2.55962 1.91572  0.052
H 0.78188 -3.65205 2.54481  0.105
H 0.07950 -6.02250 0.47149  0.127
H 1.01319 -5.68753 -2.08789  0.127
H 2.32805 -3.93555 -3.35168  0.083
H 2.67734 -2.27583 -2.26585  0.054
H -0.98940 -2.56862 -2.62729  0.131
H -2.00970 -1.13652 -4.73090  0.136
H -1.06845 -0.08947 -6.74644  0.101
H 0.34278 -0.95548 -7.38842  0.099
H 0.56712 0.56043 -6.50650  0.098
C 6.93518 -2.47177 -2.43181  -0.058
O 5.85028 -1.62484 -2.83882  -0.207
C 5.08891 -2.00247 -3.83950  -1.204
S 5.11922 -3.37468 -4.68640  0.736
S 3.98493 -0.59644 -4.15441  0.555
H 6.55928 -3.26407 -1.78633  0.101
H 7.62390 -1.83396 -1.88684  0.098
H 7.42169 -2.90896 -3.30099  0.072
Cl -4.71500 0.94466 6.48760  0.709
C -3.96223 1.71306 5.14058  -0.663
C -3.68559 0.98788 3.99444  -0.091
C -3.03047 1.60467 2.94518  -0.025
C -2.64148 2.94079 3.00260  -0.192
C -1.86911 3.58919 1.87536  -0.256
C -2.62380 3.48508 0.50950  -0.034
N -2.33889 2.31449 -0.30900  -0.049
C -3.14376 1.22286 -0.53254  -0.056
C -2.42309 0.36309 -1.30529  -0.131
N -1.18643 0.90208 -1.55598  -0.074
C -1.17103 2.06706 -0.93474  -0.188
O -0.51056 3.17359 1.65468  -0.116
C 0.21235 2.22216 2.44454  -0.140
C 0.48131 2.65512 3.85958  -0.320
C 0.45223 1.86272 4.96942  -0.978
Cl 0.15215 0.17914 5.04181  0.658
S 0.78889 2.72911 6.42138  1.008
C 0.98396 4.18347 5.53460  -0.401
C 0.80547 3.99944 4.20443  -0.148
C -2.98889 3.66165 4.15048  -0.572
Cl -2.64760 5.35320 4.30324  0.749
C -3.63182 3.05496 5.21665  -0.118
H -3.96290 -0.05523 3.93533  0.111
H -2.80086 1.01948 2.06595  0.108
H -1.82171 4.65783 2.08026  0.102
H -2.34367 4.35898 -0.07803  0.135
H -3.69402 3.51799 0.70008  0.140
H -4.15307 1.16485 -0.16389  0.128
H -2.71695 -0.59296 -1.70198  0.101
H -0.34799 2.76192 -0.94295  0.130
H 1.16633 2.15710 1.91588  0.138
H -0.24033 1.22815 2.42043  0.099
H 1.22547 5.09437 6.05731  0.072
H 0.88600 4.78617 3.46844  0.121
H -3.86921 3.62742 6.10191  0.111

Forces on the atoms, in the same order (eV/Å):
-0.329 -0.189 0.142
-0.013 0.001 0.312
0.120 0.189 -0.377
-0.004 -0.154 -0.055
-0.004 -0.135 -0.003
-0.127 0.020 0.269
0.136 0.112 0.151
-0.039 0.132 -0.387
-0.251 0.042 -0.078
-0.087 -0.093 0.088
0.149 -0.114 0.203
0.089 0.202 -0.163
0.103 0.080 0.155
-0.023 -0.185 -0.115
0.002 -0.177 -0.101
0.007 0.289 0.102
0.017 -0.016 -0.077
-0.076 0.027 0.008
-0.003 -0.019 -0.027
-0.038 0.021 0.022
0.043 -0.002 0.008
0.032 -0.065 -0.047
0.105 0.035 -0.044
0.069 0.004 0.052
0.009 0.001 -0.042
-0.005 -0.030 0.022
-0.072 -0.020 0.009
-0.023 -0.020 0.039
0.212 -0.181 0.059
-0.054 0.348 0.033
-0.288 -0.289 -0.334
0.086 0.016 0.124
0.126 0.039 0.154
-0.058 0.008 -0.056
-0.081 0.045 0.016
-0.031 0.034 -0.010
-0.068 -0.029 0.051
0.110 0.128 -0.136
-0.011 -0.170 0.016
0.104 0.048 0.071
0.381 0.082 0.097
-0.023 -0.429 -0.241
0.319 0.280 0.129
0.248 -0.155 0.326
-0.117 -0.112 -0.160
-0.034 -0.004 0.079
0.357 0.299 0.114
-0.075 -0.071 -0.238
-0.144 0.076 -0.064
-0.094 0.054 0.090
-0.292 0.010 -0.057
0.035 0.302 0.057
-0.123 -0.177 -0.082
-0.026 -0.052 -0.297
0.033 -0.018 0.184
-0.042 0.078 -0.064
0.041 -0.271 -0.095
0.071 0.085 0.034
-0.066 0.016 0.124
-0.002 -0.003 0.011
0.084 -0.035 -0.059
-0.036 -0.031 0.023
-0.086 -0.013 -0.043
-0.025 0.060 -0.094
0.004 0.045 0.048
-0.024 -0.027 0.049
-0.005 0.065 0.106
-0.042 -0.070 -0.045
-0.133 0.024 0.028
0.003 0.024 -0.029
-0.013 0.037 0.018
-0.003 -0.001 -0.003

The energy above the lowest of the compared OMol25 structures with the same formula, charge and spin comes out at 69.8 kcal/mol. Its spin multiplicity is 1. The net charge is +1. For the LUMO energy, the calculation gives -2.4301 eV.



[2]
Here is C26H28Cl3IrN9OS as an isolated structure from the Open Molecules 2025 dataset. Energies are from ωB97M-V with the def2-TZVPD basis set.

Each line ends with the Löwdin charge.
CARTESIAN COORDINATES (ANGSTROEM)
Ir 1.39173 -0.29322 -2.33873  1.430
C 6.66178 -0.19279 -1.17228  0.027
N 5.25891 0.16378 -0.88419  -0.091
C 4.97850 1.05200 0.25828  0.022
C 4.27564 -0.24927 -1.65535  -0.337
N 3.00297 0.12350 -1.40618  -0.027
N 4.59390 -1.04053 -2.72660  0.197
C 3.78199 -1.53606 -3.73390  -0.436
N 4.41683 -2.19178 -4.70108  0.233
N 2.49273 -1.36290 -3.69733  -0.030
H 7.28714 0.21500 -0.38656  0.111
H 6.98870 0.24312 -2.11835  0.120
H 6.79641 -1.27588 -1.16495  0.115
H 5.91885 1.30922 0.73185  0.110
H 4.35943 0.54403 0.99991  0.113
H 4.50926 1.97752 -0.07844  0.116
H 2.88691 0.64274 -0.54460  0.061
H 5.58031 -1.22676 -2.83375  0.139
H 5.42031 -2.28064 -4.73826  0.146
H 3.91062 -2.57346 -5.48591  0.150
H 2.01674 -1.74258 -4.50799  0.108
Cl -6.77713 2.09409 -1.59241  0.748
C -5.47554 1.98067 -0.47449  -0.654
C -5.22269 3.02220 0.40922  -0.060
C -4.17428 2.91288 1.30589  0.004
C -3.35973 1.78276 1.34063  -0.218
C -2.22317 1.70636 2.32961  -0.336
C -1.00482 2.51070 1.83715  -0.009
N -0.58647 2.10232 0.48459  -0.024
C -1.01568 2.68796 -0.67969  0.006
C -0.45988 1.98971 -1.70018  -0.092
N 0.29931 0.96138 -1.15588  -0.176
C 0.18163 1.06183 0.17096  -0.143
O -2.63683 2.26361 3.54220  -0.101
C -2.11402 1.68172 4.74825  -0.114
C -2.04909 0.18444 4.72959  -0.345
C -3.09068 -0.64735 4.43022  -0.972
Cl -4.67811 -0.18253 3.99217  0.741
S -2.66382 -2.30342 4.51302  1.026
C -1.05954 -1.90956 4.95532  -0.404
C -0.87196 -0.56370 5.02873  -0.147
C -3.64990 0.76626 0.44329  -0.542
Cl -2.68362 -0.70867 0.45170  0.764
C -4.69398 0.83455 -0.46102  -0.116
H -5.85514 3.89885 0.40136  0.122
H -3.99898 3.70439 2.02380  0.136
H -1.92624 0.66251 2.45690  0.100
H -0.15898 2.38805 2.51264  0.143
H -1.26132 3.56757 1.78927  0.151
H -1.66875 3.54424 -0.67898  0.155
H -0.52895 2.16723 -2.76066  0.119
H 0.59754 0.38097 0.89701  0.155
H -2.78882 2.03908 5.52458  0.146
H -1.11874 2.08466 4.96088  0.129
H -0.35453 -2.69193 5.18553  0.071
H 0.05841 -0.10723 5.33936  0.113
H -4.91666 0.01250 -1.12670  0.088
N -4.41586 -2.25628 -2.58723  0.251
C -3.31594 -2.50174 -2.37279  -0.159
C -1.92855 -2.75614 -2.11400  -0.189
C -1.44373 -4.01943 -1.79736  0.077
C -0.08451 -4.17388 -1.54547  0.024
C 0.75314 -3.08760 -1.64092  -0.073
N 0.26765 -1.86400 -1.94195  -0.130
C -1.04731 -1.68403 -2.14889  -0.086
H -2.12001 -4.86302 -1.74210  0.157
H 0.32689 -5.13979 -1.28806  0.141
H 1.81800 -3.16001 -1.47904  0.123
H -1.40825 -0.67824 -2.33160  0.121

Forces on the atoms, in the same order (eV/Å):
0.097 -0.059 -0.093
0.010 0.003 -0.002
-0.012 0.009 -0.005
0.001 0.005 0.010
0.035 -0.023 0.019
-0.013 0.067 -0.052
0.002 -0.002 0.020
-0.024 0.005 -0.024
0.007 0.002 0.002
-0.001 0.052 0.012
-0.001 0.003 -0.001
-0.005 -0.002 -0.002
-0.002 0.000 0.001
0.001 -0.004 0.001
-0.002 -0.002 -0.003
0.001 -0.001 -0.002
-0.002 -0.010 0.005
-0.001 -0.013 0.002
0.000 0.004 -0.006
0.001 -0.003 0.001
0.000 -0.014 0.005
0.001 0.002 0.002
0.000 -0.006 -0.001
0.004 -0.002 0.003
-0.005 0.002 -0.006
0.006 0.013 0.000
0.007 0.000 -0.040
-0.019 -0.006 -0.006
-0.011 0.004 0.005
-0.001 -0.010 0.004
0.041 0.033 0.036
-0.038 0.055 -0.019
-0.026 -0.092 -0.016
0.002 0.014 -0.003
-0.007 -0.008 0.008
0.007 -0.010 0.021
0.001 0.001 0.000
-0.008 -0.010 0.008
-0.004 0.000 0.005
0.007 0.002 -0.008
-0.007 -0.006 0.013
0.005 -0.003 -0.005
0.000 0.007 0.007
-0.005 -0.002 -0.007
-0.001 0.000 0.000
-0.001 -0.001 0.000
0.003 0.016 0.006
0.007 -0.011 -0.007
0.007 0.004 0.012
-0.002 -0.001 -0.004
-0.001 -0.003 -0.003
0.009 0.022 0.016
0.004 -0.001 0.007
0.000 0.001 -0.004
0.000 0.000 0.000
-0.001 0.002 0.000
0.001 -0.009 -0.005
0.001 0.006 0.002
-0.001 0.003 0.010
-0.017 -0.016 -0.022
-0.003 0.006 -0.001
0.004 -0.002 -0.002
0.011 0.017 0.010
-0.093 -0.040 0.107
0.029 0.014 -0.027
0.000 0.000 0.000
-0.001 0.000 0.001
-0.001 -0.005 0.004
0.005 0.005 0.011

The energy above the lowest of the compared OMol25 structures with the same formula, charge and spin comes out at 0.2 kcal/mol. Its spin multiplicity is 1. The net charge is +3. For the LUMO energy, the calculation gives -11.1960 eV.



[3]
Here is C26H28Cl3IrN9OS as an isolated structure at a distorted geometry from the Open Molecules 2025 dataset. Energies are from ωB97M-V with the def2-TZVPD basis set.

Each line ends with the Löwdin charge.
CARTESIAN COORDINATES (ANGSTROEM)
Ir 2.59350 0.82336 -0.95400  1.433
C 1.43911 -0.39152 4.20434  0.019
N 1.98470 0.51713 3.18077  -0.099
C 2.51298 1.81389 3.62878  0.018
C 2.06475 0.19672 1.90195  -0.423
N 2.49213 1.05141 0.99071  0.005
N 1.69929 -1.08957 1.54374  0.171
C 1.60613 -1.65894 0.30288  -0.451
N 1.14100 -2.90341 0.26418  0.243
N 1.94831 -1.01864 -0.78832  0.000
H 1.07908 0.21445 5.03011  0.114
H 2.20499 -1.07260 4.57802  0.121
H 0.57347 -0.93567 3.82673  0.093
H 2.48669 1.83912 4.71272  0.113
H 1.89787 2.63452 3.25300  0.114
H 3.55228 1.93568 3.31862  0.112
H 2.70643 1.97794 1.33644  0.091
H 1.46034 -1.69269 2.31667  0.143
H 0.91686 -3.41907 1.10157  0.149
H 1.10925 -3.42752 -0.59711  0.149
H 1.87119 -1.55060 -1.64738  0.124
Cl -4.83897 2.50074 4.28364  0.755
C -4.38726 1.92171 2.73070  -0.654
C -5.29430 1.94937 1.67906  -0.050
C -4.90688 1.48579 0.43520  0.014
C -3.62659 0.98313 0.19941  -0.192
C -3.25329 0.53603 -1.20358  -0.328
C -2.70836 1.70290 -2.04189  -0.003
N -1.31415 2.02344 -1.70423  -0.027
C -0.88971 3.13215 -1.00279  0.002
C 0.44223 2.99324 -0.82757  -0.110
N 0.85207 1.80884 -1.43664  -0.150
C -0.26592 1.24919 -1.92606  -0.153
O -4.34563 0.08899 -1.94096  -0.095
C -4.87173 -1.20128 -1.54655  -0.122
C -4.49247 -2.24129 -2.54275  -0.324
C -5.29750 -2.67022 -3.55867  -0.963
Cl -6.89481 -2.15640 -3.88511  0.716
S -4.54840 -3.83632 -4.55988  1.058
C -3.11382 -3.76955 -3.63070  -0.410
C -3.22253 -2.89001 -2.59838  -0.168
C -2.76830 0.95224 1.28683  -0.532
Cl -1.14516 0.24501 1.12943  0.724
C -3.10965 1.41576 2.54331  -0.128
H -6.29300 2.33053 1.83991  0.127
H -5.61037 1.50337 -0.38778  0.140
H -2.48115 -0.24489 -1.13153  0.113
H -3.29302 2.60365 -1.86858  0.152
H -2.77740 1.44415 -3.09695  0.156
H -1.56904 3.91705 -0.71705  0.154
H 1.13436 3.67364 -0.36009  0.117
H -0.31800 0.32445 -2.47840  0.153
H -5.95228 -1.09016 -1.48476  0.121
H -4.49951 -1.46059 -0.55128  0.137
H -2.27951 -4.40059 -3.89028  0.066
H -2.43708 -2.72174 -1.87059  0.090
H -2.41037 1.38203 3.36563  0.102
N 7.22286 -2.36731 2.10717  0.231
C 6.88047 -1.79913 1.17091  -0.144
C 6.37165 -1.07375 0.04248  -0.161
C 7.11300 -0.85890 -1.11845  0.071
C 6.53525 -0.13805 -2.15222  0.021
C 5.24875 0.33895 -2.00071  -0.086
N 4.53205 0.12239 -0.88007  -0.139
C 5.08389 -0.56999 0.12249  -0.056
H 8.11940 -1.24832 -1.20471  0.154
H 7.07517 0.06207 -3.06703  0.142
H 4.77538 0.92251 -2.78590  0.125
H 4.48929 -0.71880 1.01153  0.117

Forces on the atoms, in the same order (eV/Å):
0.350 0.528 -0.628
-0.017 0.005 -0.015
0.080 -0.067 -0.007
-0.039 0.013 -0.013
-0.197 0.054 0.057
0.154 0.057 -0.041
0.137 -0.018 -0.004
-0.122 0.009 0.005
0.125 -0.049 0.030
-0.152 0.013 -0.130
0.018 -0.005 0.010
-0.007 -0.014 -0.010
-0.031 0.032 0.011
0.004 0.009 -0.001
-0.003 0.003 0.009
0.000 0.004 0.001
-0.065 0.012 0.017
-0.038 0.014 0.010
-0.034 0.003 -0.005
-0.025 0.018 -0.011
-0.040 -0.013 0.008
-0.001 0.002 -0.009
0.009 0.005 0.021
0.016 -0.007 0.004
0.030 0.072 -0.036
-0.037 -0.014 0.025
0.069 -0.078 0.008
0.004 0.027 -0.103
-0.047 0.098 0.126
-0.032 -0.032 -0.073
0.183 0.055 -0.056
-0.537 -0.494 0.824
0.138 0.025 -0.254
-0.131 0.064 0.094
0.004 0.009 0.005
0.064 -0.016 -0.012
-0.077 0.044 -0.004
0.031 -0.003 0.011
0.055 -0.021 0.013
-0.022 0.034 -0.032
0.018 -0.013 0.004
0.081 -0.057 0.023
0.007 0.043 -0.017
-0.042 0.008 -0.013
-0.001 0.001 0.001
-0.001 0.001 0.000
0.004 0.004 -0.076
-0.035 -0.010 -0.062
0.070 -0.037 0.003
0.009 0.007 0.010
-0.009 -0.002 0.014
-0.025 -0.048 0.084
-0.001 -0.028 -0.025
-0.007 0.030 0.009
-0.008 -0.018 0.010
-0.013 -0.026 0.025
-0.008 -0.028 0.010
-0.010 -0.010 -0.001
0.002 -0.004 0.017
0.004 0.034 -0.020
0.019 -0.016 0.012
-0.030 0.059 -0.018
0.120 -0.015 0.051
0.019 -0.208 0.115
-0.017 0.008 -0.009
0.003 0.007 0.008
0.005 -0.009 0.000
0.009 -0.031 -0.010
0.021 -0.022 0.008

The energy above the lowest of the compared OMol25 structures with the same formula, charge and spin comes out at 17.4 kcal/mol. Its spin multiplicity is 1. The net charge is +3. For the LUMO energy, the calculation gives -10.8976 eV.